Record 1
A structure of composition C6H5ClO6. Source: the OMol25 dataset; level of theory: ωB97M-V/def2-TZVPD.

Structure (XYZ):
```
18
Properties=species:S:1:pos:R:3:forces:R:3
O 0.69801 -3.11100 -1.75275 -0.582 2.424 3.521
O -0.07364 2.41516 -1.26542 1.655 0.686 -1.224
O 1.21955 0.91185 1.64932 -1.641 -4.984 -1.429
Cl -1.94352 0.42835 1.46987 -0.182 -0.621 0.192
O -1.64385 2.88468 0.30278 1.117 -1.231 -1.064
O 1.31373 -1.36778 1.97999 -0.347 0.922 -0.017
O -0.42420 -1.85506 -0.10133 0.143 -0.063 0.320
C 0.52607 -2.12512 -1.01936 0.246 -2.981 -6.376
C -0.76819 2.06185 -0.39718 -2.883 -0.026 1.734
C 0.88031 -0.27873 1.31418 1.621 4.597 0.685
C 0.97140 -0.69255 -1.28533 -0.857 -0.743 1.285
C -1.07186 0.57840 -0.13183 -1.402 -1.840 0.711
C 0.04202 -0.50779 -0.03965 1.343 2.529 1.649
H -2.22679 2.24828 0.78326 0.335 1.057 0.045
H 1.80201 -1.06637 2.79795 -0.603 -0.130 -1.212
H 0.60044 -0.20591 -2.18793 -0.348 -0.462 0.046
H 2.03237 -0.58072 -1.29789 0.679 0.509 0.721
H -1.93388 0.26246 -0.81869 1.706 0.357 0.413
```
Positions in Å, forces in eV/Å.

Values from the calculation:
2S+1 = 1
E_tot = -31109.2500 eV
Kohn-Sham gap = 11.27 eV
strongest force on any atom = 7.04 eV Å⁻¹

=====

Record 2
A cluster of 2 separate species, C32H34N4O3 in total. Source: the OMol25 dataset; level of theory: ωB97M-V/def2-TZVPD.

Structure (XYZ):
```
73
Properties=species:S:1:pos:R:3:forces:R:3
C -3.99097 0.21620 3.92895 -0.249 0.041 0.038
C -2.53279 -0.09857 3.78708 0.219 0.014 -0.120
C -1.64132 0.94985 3.53568 -0.041 -0.418 0.113
C -0.30189 0.71034 3.28815 -0.157 -0.285 -0.069
C 0.19881 -0.61765 3.26552 -1.280 0.346 0.061
C 1.54292 -0.94001 2.93749 1.361 0.053 0.298
N 2.54128 -0.01284 3.05786 0.181 -0.792 -0.665
O 3.73588 -0.40072 3.26868 -0.736 0.246 -0.176
O 2.29392 1.21887 2.85752 0.708 -0.264 0.175
C -0.69744 -1.66610 3.61704 0.587 0.476 -0.375
C -2.03675 -1.41115 3.85416 -0.143 0.427 -0.057
H -4.55213 -0.65908 4.26644 -0.025 0.148 0.004
H -4.14392 1.04041 4.63812 -0.056 -0.217 -0.092
H -4.41026 0.54022 2.96531 0.021 -0.105 0.199
H -2.00146 1.98052 3.52417 -0.001 -0.243 0.027
H 0.38279 1.52780 3.10807 -0.261 -0.175 -0.025
H 1.87854 -1.97730 2.92028 0.032 0.436 0.287
H -0.27426 -2.66721 3.69396 -0.284 0.086 -0.044
H -2.72240 -2.22794 4.08546 0.177 0.166 -0.018
C -0.80675 -1.10545 -6.32024 0.301 -0.225 -0.239
N -0.75856 -0.51207 -5.00232 -0.558 0.175 0.246
C -1.87519 0.07201 -4.47515 -1.112 -0.066 -0.792
O -2.97531 0.14453 -5.02884 1.810 0.027 0.932
C -1.49747 0.61437 -3.10212 -0.339 0.365 -0.045
C -2.43933 0.14620 -1.98666 0.129 -0.099 0.347
C -3.84376 0.58855 -2.19387 -0.792 0.943 0.060
C -4.33655 1.88661 -2.20915 0.269 -1.412 -0.078
N -5.68286 1.85706 -2.51702 -0.134 -0.057 0.035
C -6.08616 0.53534 -2.69363 0.565 0.160 0.045
C -7.31953 0.02166 -3.07713 0.017 -0.566 0.029
C -7.41643 -1.36937 -3.24550 0.012 0.884 0.127
C -6.30820 -2.19890 -3.02277 0.665 -0.054 0.212
C -5.06729 -1.67268 -2.63891 -0.611 -0.079 -0.136
C -4.94981 -0.29387 -2.47963 -0.323 0.915 -0.244
N -0.13154 0.12125 -2.91502 0.666 0.382 1.105
C 0.53370 0.33717 -1.75912 -0.327 -0.082 -0.678
C 1.84004 -0.06352 -1.49912 0.440 -0.510 -0.106
C 2.53232 0.14092 -0.30459 -0.185 0.702 -0.422
C 3.94569 -0.09565 -0.16758 1.078 -0.214 0.166
C 4.71038 0.42458 0.92326 -0.965 0.051 -0.071
C 6.04165 0.07807 1.12125 0.506 -0.252 -0.550
C 6.71276 -0.71372 0.17666 -0.665 0.365 0.362
C 6.02525 -1.13876 -0.97157 -0.523 0.163 -0.111
C 4.67199 -0.84504 -1.13317 0.308 -0.130 0.016
C 0.39376 -0.59796 -4.10238 -0.017 -0.132 -0.257
C 0.68334 -2.06779 -3.76939 -0.159 -0.014 0.072
C 1.58699 0.13650 -4.73184 -0.132 0.172 0.009
H -1.80102 -0.92273 -6.73848 0.216 -0.002 0.200
H -0.05465 -0.65724 -6.98086 -0.129 -0.060 0.112
H -0.63288 -2.18798 -6.27874 -0.068 0.183 -0.001
H -1.51032 1.72174 -3.15811 0.024 -0.456 0.021
H -2.42183 -0.95624 -1.94419 0.149 0.366 0.069
H -2.05749 0.52971 -1.02416 -0.120 -0.275 -0.290
H -3.79136 2.80888 -2.04098 -0.295 -0.090 -0.042
H -6.28598 2.67286 -2.57890 0.346 -0.516 0.026
H -8.15056 0.70578 -3.22919 -0.038 -0.302 -0.072
H -8.36533 -1.80455 -3.55306 0.209 0.081 0.085
H -6.41806 -3.27724 -3.14821 0.039 0.311 0.019
H -4.19158 -2.29038 -2.45871 -0.255 -0.178 -0.116
H -0.01660 0.92027 -1.00981 0.198 -0.347 -0.243
H 2.36641 -0.55966 -2.31543 -0.178 0.263 0.480
H 1.99977 0.60638 0.52524 0.195 0.033 0.118
H 4.23094 1.13700 1.59092 0.044 -0.311 0.016
H 6.56502 0.44033 2.00932 -0.246 -0.102 -0.331
H 7.75580 -0.98925 0.32853 -0.246 0.099 -0.063
H 6.54753 -1.69346 -1.75084 -0.148 0.062 0.247
H 4.16088 -1.20152 -2.02961 0.253 -0.055 0.295
H -0.24199 -2.54645 -3.41692 0.273 0.112 -0.114
H 1.03618 -2.58955 -4.66557 -0.041 0.088 0.193
H 1.43627 -2.16377 -2.98400 -0.104 -0.063 -0.205
H 1.24660 1.12286 -5.07675 0.146 -0.255 0.053
H 2.40319 0.28733 -4.02165 -0.120 -0.063 -0.224
H 1.96629 -0.43278 -5.58801 -0.079 0.125 0.170
```
Positions in Å, forces in eV/Å.

Values from the calculation:
2S+1 = 1
E_tot = -45834.2553 eV
Kohn-Sham gap = 4.05 eV
strongest force on any atom = 2.04 eV Å⁻¹

=====

Record 3
A cluster of 9 separate species, BH20O8 in total. Source: the OMol25 dataset; level of theory: ωB97M-V/def2-TZVPD.

Structure (XYZ):
```
29
Properties=species:S:1:pos:R:3:forces:R:3
B -0.09272 0.40514 -0.45990 -0.056 0.129 -0.192
H 0.85328 -0.39586 -0.48390 -0.122 0.039 -0.112
H -1.09172 -0.02686 -1.09890 0.592 0.251 0.209
H -0.38872 0.58014 0.70910 -0.161 -0.077 0.160
H 0.28128 1.51214 -0.88190 -0.053 -0.176 -0.159
O -3.49272 -0.45586 0.61310 1.043 0.697 -0.602
H -2.54072 -0.13786 0.66410 -1.434 -0.734 0.005
H -3.71672 -0.32786 -0.32490 0.258 -0.135 0.546
O 1.63828 1.06814 2.80310 -0.402 -0.570 -1.753
H 1.49128 0.64914 1.89610 -0.111 0.745 1.694
H 2.58728 0.98414 2.88810 0.361 -0.182 0.061
O 3.68328 -0.32486 1.06710 -1.081 -1.247 0.579
H 3.23028 0.14414 0.36410 0.068 0.386 -0.189
H 4.56828 -0.02086 1.07210 1.207 0.617 -0.212
O -2.78072 -1.71686 -2.99290 -1.149 0.159 0.189
H -3.52072 -1.28686 -2.52990 0.214 -0.572 -0.182
H -2.16572 -0.99286 -3.01790 0.972 0.347 0.008
O -1.34572 -2.11186 1.85110 -1.289 -0.200 -0.163
H -0.69472 -2.00186 1.17810 0.695 0.340 -1.054
H -0.83972 -2.24786 2.62810 0.686 -0.110 1.219
O 1.10328 -2.48886 -2.54590 -0.618 -0.967 -0.291
H 1.09428 -1.61986 -2.17890 -0.316 1.170 0.783
H 1.96328 -2.56686 -2.92690 0.866 -0.176 -0.396
O 3.14628 2.12114 -0.11790 0.563 -0.299 -1.015
H 2.29328 1.96714 -0.52290 -0.716 -0.273 -0.547
H 2.89528 2.59814 0.65010 -0.209 0.671 1.349
O -2.71872 2.44514 0.88310 -1.614 1.399 0.958
H -3.45772 2.20314 0.32710 -0.194 -0.203 -0.005
H -1.98172 2.04614 0.48810 2.001 -1.028 -0.885
```
Positions in Å, forces in eV/Å.

Values from the calculation:
2S+1 = 1
E_tot = -17381.7185 eV
charge = -1
Kohn-Sham gap = 9.49 eV
strongest force on any atom = 2.42 eV Å⁻¹

=====

Record 4
An isolated molecule of C5H7NO4. Source: the OMol25 dataset; level of theory: ωB97M-V/def2-TZVPD.

Structure (XYZ):
```
17
Properties=species:S:1:pos:R:3:forces:R:3
O -0.29376 -2.81973 -0.63941 -0.427 0.823 -0.142
C -0.86347 -1.75751 -0.71063 0.258 -0.623 0.025
C -0.29321 -0.51480 -0.13631 0.509 -0.665 0.682
N -0.63195 0.79684 -0.77603 -0.498 0.209 -0.546
C 0.84374 1.11859 -0.86973 0.464 0.568 0.137
C 1.19664 -0.14863 -0.06475 -0.020 -0.401 0.611
O 1.29460 0.01747 1.33012 0.659 -0.303 -1.143
C -0.34282 -0.37906 1.49520 0.321 -1.965 1.942
O -0.58725 -1.37347 2.19501 0.053 1.669 -1.685
O -0.71364 0.90175 1.88171 2.626 2.291 0.367
H -1.86556 -1.66167 -1.18278 0.005 -0.055 0.016
H -1.11909 0.75678 -1.67321 0.037 -0.001 0.178
H -1.14475 1.38451 -0.10391 0.151 -0.070 0.114
H 1.17423 1.12392 -1.91071 -0.157 -0.005 0.141
H 1.06923 2.06565 -0.37171 -0.004 -0.172 -0.168
H 1.95654 -0.81767 -0.47922 -0.125 0.189 -0.074
H 0.32053 1.30702 2.01636 -3.851 -1.490 -0.456
```
Positions in Å, forces in eV/Å.

Values from the calculation:
2S+1 = 1
E_tot = -14974.4748 eV
Kohn-Sham gap = 8.70 eV
strongest force on any atom = 4.15 eV Å⁻¹
SMILES string = O=C[C@]12[NH2+]C[C@H]1O[C@@]2([O-])O

=====

Which of these has the lowest Kohn-Sham gap?
C32H34N4O3

=====

2S+1 of number 4 (C5H7NO4)?
1

=====

What is the E_tot in the second record?
-45834.2553 eV